{
  "formula": "C62H67MoN4P4SSi",
  "method": "ωB97M-V with the def2-TZVPD basis set",
  "species": ["Mo", "C", "Si", "C", "C", "C", "C", "C", "C", "P", "C", "C", "C", "C", "C", "C", "C", "C", "C", "C", "C", "C", "C", "C", "C", "C", "C", "C", "P", "C", "C", "C", "C", "C", "C", "C", "C", "C", "C", "C", "C", "H", "H", "H", "H", "H", "H", "H", "H", "H", "H", "H", "H", "H", "H", "H", "H", "H", "H", "H", "H", "H", "H", "H", "H", "H", "H", "H", "H", "H", "H", "H", "C", "P", "C", "N", "C", "C", "C", "C", "C", "C", "N", "C", "P", "C", "C", "C", "C", "C", "C", "C", "C", "C", "H", "H", "H", "H", "H", "H", "H", "H", "H", "H", "H", "H", "H", "H", "H", "H", "H", "H", "H", "H", "H", "H", "H", "H", "H", "H", "H", "H", "N", "C", "S", "N", "C", "C", "C", "C", "C", "C", "H", "H", "H", "H", "H", "H", "H", "H"],
  "coordinates": [[-0.038, -0.102, -0.049], [0.345, -0.842, -3.725], [-0.804, -1.115, -2.275], [-1.115, -2.935, -1.914], [-1.260, -3.830, -2.984], [-1.560, -5.165, -2.771], [-1.765, -5.633, -1.475], [-1.661, -4.762, -0.407], [-1.304, -3.426, -0.620], [-1.225, -2.281, 0.792], [-2.868, -2.733, 1.514], [-2.983, -3.257, 2.799], [-4.185, -3.818, 3.222], [-5.281, -3.846, 2.376], [-5.172, -3.330, 1.088], [-3.973, -2.790, 0.658], [-0.086, -2.918, 2.068], [0.219, -2.061, 3.129], [1.035, -2.477, 4.172], [1.552, -3.767, 4.172], [1.216, -4.640, 3.145], [0.404, -4.222, 2.103], [-2.425, -0.388, -2.850], [-3.089, -0.892, -3.978], [-4.273, -0.325, -4.413], [-4.823, 0.758, -3.727], [-4.178, 1.273, -2.619], [-2.969, 0.704, -2.192], [-2.112, 1.372, -0.743], [-1.789, 3.120, -1.160], [-1.362, 4.025, -0.187], [-1.209, 5.370, -0.493], [-1.474, 5.826, -1.778], [-1.890, 4.931, -2.753], [-2.047, 3.586, -2.450], [-3.541, 1.520, 0.397], [-4.294, 0.366, 0.582], [-5.491, 0.392, 1.281], [-5.960, 1.596, 1.792], [-5.215, 2.752, 1.616], [-4.004, 2.720, 0.929], [0.065, -1.529, -4.533], [1.403, -0.997, -3.514], [0.211, 0.176, -4.102], [-1.140, -3.479, -4.005], [-1.649, -5.840, -3.613], [-2.023, -6.670, -1.302], [-1.863, -5.121, 0.596], [-2.144, -3.251, 3.481], [-4.252, -4.239, 4.217], [-6.212, -4.293, 2.703], [-6.016, -3.380, 0.409], [-3.877, -2.492, -0.380], [-0.219, -1.074, 3.170], [1.258, -1.798, 4.986], [2.190, -4.099, 4.982], [1.582, -5.660, 3.161], [0.130, -4.934, 1.338], [-2.681, -1.743, -4.517], [-4.775, -0.726, -5.285], [-5.757, 1.195, -4.057], [-4.609, 2.115, -2.089], [-1.160, 3.687, 0.818], [-0.886, 6.062, 0.275], [-1.365, 6.877, -2.016], [-2.094, 5.280, -3.758], [-2.363, 2.908, -3.229], [-3.957, -0.548, 0.132], [-6.066, -0.518, 1.405], [-6.909, 1.636, 2.314], [-5.581, 3.695, 2.003], [-3.464, 3.644, 0.783], [1.022, 2.952, -2.190], [1.556, 1.748, -0.937], [2.842, 0.874, -1.931], [3.481, 1.615, -2.799], [4.494, 1.089, -3.516], [5.201, 1.874, -4.456], [6.216, 1.301, -5.161], [6.571, -0.061, -4.964], [5.903, -0.839, -4.068], [4.845, -0.268, -3.321], [4.145, -1.018, -2.447], [3.167, -0.493, -1.756], [2.134, -1.637, -0.704], [2.909, -1.638, 0.962], [2.655, -3.375, -1.373], [1.839, -4.469, -0.676], [4.125, -3.665, -0.997], [2.413, -3.479, -2.881], [2.641, 2.743, 0.271], [3.802, 3.439, -0.434], [3.177, 1.768, 1.323], [1.784, 3.819, 0.950], [1.910, 3.214, -2.754], [0.589, 3.834, -1.732], [0.293, 2.497, -2.855], [4.930, 2.915, -4.582], [6.764, 1.891, -5.886], [7.391, -0.480, -5.534], [6.161, -1.880, -3.911], [2.759, -2.625, 1.399], [2.456, -0.912, 1.635], [3.975, -1.435, 0.873], [2.233, -4.689, 0.316], [1.917, -5.385, -1.269], [0.790, -4.227, -0.600], [4.229, -3.873, 0.069], [4.826, -2.898, -1.283], [4.398, -4.579, -1.532], [1.357, -3.382, -3.126], [2.735, -4.474, -3.200], [2.985, -2.755, -3.455], [4.582, 2.749, -0.749], [4.248, 4.132, 0.286], [3.484, 4.023, -1.297], [3.878, 1.052, 0.887], [2.370, 1.226, 1.819], [3.714, 2.325, 2.095], [1.437, 4.569, 0.237], [2.403, 4.333, 1.692], [0.926, 3.400, 1.469], [-1.233, 2.065, 4.352], [-1.611, 1.307, 3.328], [-0.464, 1.312, 2.013], [-2.732, 0.619, 3.380], [-3.725, 0.692, 4.429], [-4.259, -0.497, 4.894], [-5.254, -0.471, 5.860], [-5.709, 0.741, 6.361], [-5.171, 1.930, 5.885], [-4.183, 1.914, 4.911], [-0.355, 2.556, 4.319], [-1.760, 2.065, 5.214], [-2.945, 0.007, 2.604], [-3.897, -1.443, 4.500], [-5.666, -1.403, 6.227], [-6.484, 0.763, 7.117], [-5.531, 2.880, 6.261], [-3.811, 2.849, 4.509]],
  "total_energy_ha": -4742.3828,
  "homo_ev": [-15.3, -15.3],
  "multiplicity": 3,
  "lumo_energy_ev": [-9.08, -8.93],
  "charge": 3,
  "gap_ev": [6.220, 6.366]
}

---

{
  "formula": "C4H8O2",
  "method": "ωB97M-V with the def2-TZVPD basis set",
  "species": ["C", "C", "O", "C", "C", "O", "H", "H", "H", "H", "H", "H", "H", "H"],
  "coordinates": [[0.394, -0.112, 1.961], [1.413, 0.109, -0.327], [0.795, -0.988, -0.735], [-0.515, -0.709, -1.271], [-0.588, 0.812, -1.205], [0.665, 1.169, -0.585], [0.466, 0.711, 2.670], [0.475, -1.090, 2.435], [-0.594, -0.053, 1.466], [1.305, -0.009, 1.289], [-0.536, -1.115, -2.283], [-1.266, -1.206, -0.653], [-1.408, 1.181, -0.585], [-0.606, 1.302, -2.178]],
  "total_energy_ha": -307.5842,
  "homo_ev": -8.9,
  "multiplicity": 1,
  "lumo_energy_ev": 0.84,
  "gap_ev": 9.757
}

---

{
  "formula": "C51H42GaN4O3P",
  "method": "ωB97M-V with the def2-TZVPD basis set",
  "species": ["Ga", "C", "C", "N", "N", "C", "O", "C", "C", "C", "C", "C", "C", "C", "C", "C", "C", "C", "N", "H", "H", "H", "H", "H", "H", "H", "H", "H", "H", "H", "H", "C", "C", "C", "C", "C", "C", "P", "C", "C", "C", "C", "C", "C", "C", "C", "C", "C", "C", "C", "C", "C", "C", "C", "H", "H", "H", "H", "H", "H", "H", "H", "H", "H", "H", "H", "H", "H", "H", "H", "C", "C", "C", "C", "C", "C", "N", "C", "C", "C", "C", "C", "C", "C", "O", "O", "C", "C", "H", "H", "H", "H", "H", "H", "H", "H", "H", "H", "H", "H", "H", "H"],
  "coordinates": [[-0.712, 0.291, 0.592], [-2.600, -1.146, -2.980], [-2.064, -0.329, -1.855], [-1.907, -0.776, -0.671], [-2.346, -1.985, -0.264], [-2.391, -1.951, 1.075], [-2.087, -0.936, 1.767], [-2.828, -3.198, 1.755], [-3.165, -4.336, 1.028], [-3.560, -5.486, 1.691], [-3.619, -5.508, 3.079], [-3.279, -4.374, 3.805], [-2.886, -3.220, 3.144], [-1.870, 1.140, -1.912], [-2.041, 1.878, -3.068], [-2.054, 3.263, -2.982], [-1.891, 3.862, -1.749], [-1.663, 3.054, -0.645], [-1.652, 1.728, -0.718], [-2.367, -2.192, -2.794], [-2.171, -0.835, -3.932], [-3.687, -1.053, -3.044], [-3.102, -4.308, -0.050], [-3.815, -6.373, 1.124], [-3.929, -6.408, 3.593], [-3.322, -4.388, 4.887], [-2.611, -2.327, 3.689], [-2.179, 1.380, -4.017], [-2.204, 3.865, -3.868], [-1.912, 4.934, -1.636], [-1.471, 3.481, 0.326], [-0.325, -6.402, 0.809], [-0.203, -5.576, 1.916], [0.188, -4.253, 1.761], [0.477, -3.743, 0.496], [0.321, -4.573, -0.613], [-0.072, -5.894, -0.458], [0.898, -1.976, 0.259], [2.144, -2.045, -1.092], [3.248, -2.899, -1.096], [4.167, -2.867, -2.132], [3.993, -1.986, -3.193], [2.871, -1.173, -3.229], [1.949, -1.214, -2.191], [1.825, -1.588, 1.799], [2.848, -2.398, 2.224], [3.548, -2.155, 3.419], [3.189, -1.097, 4.199], [2.113, -0.256, 3.831], [1.725, 0.793, 4.698], [0.663, 1.584, 4.389], [-0.035, 1.368, 3.184], [0.310, 0.380, 2.296], [1.406, -0.481, 2.613], [-0.615, -7.438, 0.932], [-0.424, -5.955, 2.906], [0.268, -3.617, 2.634], [0.518, -4.186, -1.606], [-0.179, -6.528, -1.329], [3.389, -3.617, -0.303], [5.015, -3.539, -2.117], [4.723, -1.944, -3.990], [2.715, -0.497, -4.059], [1.073, -0.578, -2.229], [3.120, -3.269, 1.648], [4.351, -2.818, 3.716], [3.711, -0.893, 5.127], [2.283, 0.939, 5.615], [0.359, 2.383, 5.054], [-0.862, 2.029, 2.948], [0.442, 4.375, -5.342], [0.689, 5.000, -3.990], [0.045, 6.198, -3.699], [0.220, 6.795, -2.461], [1.033, 6.200, -1.523], [1.718, 5.008, -1.802], [2.562, 4.562, -0.799], [3.366, 3.393, -0.715], [4.734, 3.499, -0.937], [5.553, 2.383, -0.861], [5.004, 1.143, -0.560], [3.642, 1.033, -0.331], [2.820, 2.155, -0.388], [1.367, 1.984, -0.066], [0.775, 2.776, 0.653], [0.861, 0.881, -0.526], [1.542, 4.389, -3.055], [2.249, 3.102, -3.417], [-0.348, 4.914, -5.864], [0.138, 3.330, -5.256], [1.334, 4.406, -5.971], [-0.596, 6.657, -4.442], [-0.278, 7.729, -2.227], [1.171, 6.663, -0.552], [2.531, 5.111, 0.044], [5.141, 4.469, -1.192], [6.614, 2.480, -1.049], [5.634, 0.265, -0.500], [3.204, 0.074, -0.084], [3.317, 3.153, -3.213], [2.134, 2.879, -4.473], [1.856, 2.249, -2.855]],
  "total_energy_ha": -4679.6397,
  "homo_ev": -7.5,
  "multiplicity": 1,
  "lumo_energy_ev": -0.50,
  "gap_ev": 6.996
}

---

{
  "formula": "C10H10N3",
  "method": "ωB97M-V with the def2-TZVPD basis set",
  "species": ["C", "C", "C", "C", "C", "C", "C", "C", "C", "C", "N", "N", "N", "H", "H", "H", "H", "H", "H", "H", "H", "H", "H"],
  "coordinates": [[1.259, -0.459, -2.641], [0.090, 0.360, -2.664], [1.781, -0.792, -1.376], [-0.541, 0.867, -1.624], [1.071, -0.383, -0.257], [-0.162, 0.393, -0.231], [1.563, -0.848, 1.046], [1.019, -0.540, 2.277], [-0.176, 0.321, 2.201], [-0.834, 0.570, 0.958], [-0.304, -2.880, -2.923], [-0.757, -3.478, -3.712], [-2.661, 1.377, 1.029], [1.778, -0.527, -3.638], [-0.229, 0.757, -3.637], [2.666, -1.372, -1.067], [-1.376, 1.530, -1.568], [2.374, -1.601, 0.948], [1.483, -0.984, 3.143], [-0.942, -0.023, 2.883], [0.025, 1.303, 2.499], [-2.772, 0.880, 0.195], [-3.065, 1.011, 1.811]],
  "total_energy_ha": -550.9473,
  "homo_ev": -13.4,
  "multiplicity": 1,
  "lumo_energy_ev": -5.96,
  "charge": 1,
  "gap_ev": 7.428
}

---

{
  "formula": "C11H15ClDyInNO4",
  "method": "ωB97M-V with the def2-TZVPD basis set",
  "species": ["Dy", "Cl", "C", "H", "H", "H", "In", "C", "C", "C", "H", "H", "H", "H", "H", "H", "H", "H", "O", "C", "O", "C", "C", "C", "C", "C", "C", "N", "O", "O", "H", "H", "H", "H"],
  "coordinates": [[-0.066, -1.065, -1.179], [0.172, 1.381, -2.118], [-2.142, -1.793, -0.976], [-2.239, -2.679, -0.306], [-2.366, -2.092, -2.019], [-2.823, -1.005, -0.597], [0.297, 0.513, -4.537], [-1.668, 1.075, -5.423], [2.154, 1.685, -5.237], [0.462, -1.654, -3.970], [3.103, 1.626, -4.635], [2.235, 1.390, -6.342], [1.854, 2.753, -5.139], [-2.587, 0.587, -5.039], [-1.866, 2.155, -5.259], [-1.473, 0.860, -6.511], [-0.288, -2.339, -4.453], [1.447, -2.135, -4.228], [-0.909, -0.062, 0.805], [0.105, -0.440, 1.496], [1.039, -1.081, 0.858], [0.208, -0.134, 2.930], [1.414, 0.305, 3.480], [1.455, 0.588, 4.832], [0.326, 0.370, 5.657], [-0.941, -0.027, 5.071], [-0.943, -0.333, 3.695], [0.788, 0.311, 7.026], [2.041, 0.621, 7.071], [0.243, -0.004, 8.118], [2.310, 0.519, 2.881], [2.392, 0.874, 5.286], [-1.906, -0.117, 5.636], [-1.827, -0.650, 3.125]],
  "total_energy_ha": -2319.1412,
  "homo_ev": [-3.3, -3.3],
  "multiplicity": 6,
  "lumo_energy_ev": [0.31, 0.31],
  "charge": -1,
  "gap_ev": [3.653, 3.582]
}

---

{
  "formula": "C20H52FN4O10PS",
  "method": "ωB97M-V with the def2-TZVPD basis set",
  "species": ["C", "O", "C", "N", "P", "O", "S", "O", "O", "F", "H", "H", "H", "H", "H", "H", "H", "C", "O", "C", "C", "N", "C", "C", "O", "C", "H", "H", "H", "H", "H", "H", "H", "H", "H", "H", "H", "H", "H", "H", "H", "C", "O", "C", "C", "N", "C", "C", "O", "C", "H", "H", "H", "H", "H", "H", "H", "H", "H", "H", "H", "H", "H", "H", "H", "C", "O", "C", "C", "N", "C", "C", "O", "C", "H", "H", "H", "H", "H", "H", "H", "H", "H", "H", "H", "H", "H", "H", "H"],
  "coordinates": [[-3.915, 0.644, 9.551], [-3.725, 0.587, 8.143], [-3.297, -0.641, 7.674], [-1.809, -0.740, 7.687], [-1.107, -0.427, 6.139], [-1.175, -1.486, 5.122], [-1.039, -1.856, 8.610], [0.065, -2.360, 7.880], [-0.921, -1.404, 9.946], [-2.120, -2.993, 8.653], [-4.497, 1.538, 9.757], [-4.466, -0.232, 9.905], [-2.959, 0.704, 10.076], [-3.636, -0.742, 6.644], [-3.705, -1.465, 8.262], [-1.866, 0.704, 5.844], [0.173, 0.006, 6.498], [2.203, 6.028, 4.028], [1.620, 5.624, 2.808], [2.432, 4.767, 2.015], [1.844, 3.376, 1.937], [1.912, 2.705, 3.226], [1.205, 1.431, 3.285], [-0.303, 1.441, 3.065], [-1.030, 2.068, 4.118], [-1.161, 3.474, 4.029], [1.555, 6.792, 4.456], [2.294, 5.203, 4.744], [3.198, 6.457, 3.874], [3.449, 4.729, 2.418], [2.478, 5.190, 1.008], [2.416, 2.794, 1.207], [0.819, 3.467, 1.550], [1.547, 3.323, 3.939], [1.402, 0.986, 4.264], [1.653, 0.760, 2.545], [-0.645, 0.402, 3.057], [-0.587, 1.874, 2.103], [-1.201, 3.804, 2.987], [-0.344, 4.002, 4.530], [-2.094, 3.748, 4.522], [-3.641, -1.238, -4.004], [-3.555, -2.049, -2.853], [-2.509, -3.013, -2.887], [-1.434, -2.689, -1.872], [-0.727, -1.475, -2.248], [0.228, -0.978, -1.268], [-0.303, -0.537, 0.091], [-1.117, 0.621, 0.047], [-2.487, 0.393, -0.222], [-4.563, -0.663, -3.925], [-2.799, -0.540, -4.091], [-3.678, -1.841, -4.917], [-2.074, -3.068, -3.890], [-2.943, -3.987, -2.647], [-0.722, -3.520, -1.847], [-1.904, -2.628, -0.880], [-1.402, -0.748, -2.445], [0.746, -0.124, -1.713], [0.983, -1.754, -1.099], [0.562, -0.274, 0.707], [-0.832, -1.344, 0.612], [-2.823, -0.560, 0.196], [-2.712, 0.404, -1.292], [-3.050, 1.200, 0.249], [3.944, -2.679, -9.416], [4.313, -2.443, -8.074], [4.389, -1.071, -7.709], [3.294, -0.703, -6.731], [1.987, -0.743, -7.367], [0.858, -0.575, -6.460], [0.645, -1.614, -5.366], [0.270, -2.895, -5.848], [1.333, -3.744, -6.225], [4.076, -3.744, -9.602], [2.900, -2.413, -9.616], [4.579, -2.119, -10.110], [4.331, -0.437, -8.600], [5.359, -0.907, -7.234], [3.478, 0.313, -6.368], [3.378, -1.379, -5.869], [1.887, -1.621, -7.860], [-0.050, -0.544, -7.068], [0.950, 0.406, -5.979], [-0.183, -1.286, -4.738], [1.514, -1.705, -4.702], [2.219, -3.578, -5.603], [1.621, -3.618, -7.273], [0.997, -4.772, -6.088]],
  "total_energy_ha": -2603.8998,
  "homo_ev": -8.5,
  "multiplicity": 1,
  "lumo_energy_ev": 0.67,
  "gap_ev": 9.185
}

---

{
  "formula": "C4H9Cl3N2",
  "method": "ωB97M-V with the def2-TZVPD basis set",
  "species": ["C", "C", "C", "C", "N", "N", "Cl", "Cl", "Cl", "H", "H", "H", "H", "H", "H", "H", "H", "H"],
  "coordinates": [[0.159, -1.557, -1.719], [0.869, -0.783, 0.569], [0.329, 3.079, 0.496], [-0.191, -1.100, -0.338], [-1.879, -0.737, 1.320], [-1.380, -1.265, 0.257], [1.907, -2.292, 1.113], [0.905, 3.719, 1.928], [1.612, 2.892, -0.713], [-0.669, -1.877, -2.341], [1.134, -2.020, -1.659], [0.457, -0.632, -2.265], [0.492, -0.354, 1.430], [1.595, -0.031, 0.213], [0.028, 1.865, 0.631], [-2.865, -0.962, 1.384], [-0.368, 3.780, 0.076], [-2.136, -1.726, -0.382]],
  "total_energy_ha": -1647.7689,
  "homo_ev": [-7.9, -7.9],
  "multiplicity": 1,
  "lumo_energy_ev": [0.23, 0.23],
  "gap_ev": [8.119, 8.119]
}